1.
A structure of composition C17H18F7N2O4PdS3Si. Source: the Open Molecules 2025 dataset; level of theory: ωB97M-V with the def2-TZVPD basis set.

Each line ends with the Mulliken charge.
Cartesian coordinates (Å):
Pd1 0.60222 -0.21602 -0.98109  0.23
C1 -5.02890 3.53027 -0.58602  -1.03
Si1 -4.54043 1.73229 -0.58462  0.14
C2 -5.79263 0.68397 -1.47946  -1.03
C3 -4.27283 1.12329 1.15621  -1.07
C4 -2.92216 1.61170 -1.58430  0.18
C5 -2.84927 2.17510 -2.85992  -0.11
C6 -1.71050 2.10030 -3.65670  -1.03
C7 -0.59973 1.43759 -3.17961  -0.43
N1 -0.66646 0.90571 -1.95357  -0.33
C8 -1.75208 0.98119 -1.18981  1.03
S1 -1.25908 0.10239 0.26442  -0.32
H1 -5.97083 3.66072 -0.04897  0.34
H2 -5.17478 3.91866 -1.59570  0.33
H3 -4.27517 4.14710 -0.09316  0.34
H4 -6.76624 0.75119 -0.98945  0.35
H5 -5.49356 -0.36583 -1.48871  0.34
H6 -5.92143 1.00616 -2.51471  0.35
H7 -5.19402 1.27452 1.72432  0.34
H8 -3.47921 1.67005 1.66884  0.34
H9 -4.04108 0.05737 1.18933  0.33
H10 -3.71691 2.69385 -3.25303  0.36
H11 -1.68286 2.54769 -4.63935  0.40
H12 0.32066 1.31643 -3.72770  0.67
F1 1.25481 -3.89498 -3.68409  -0.21
C9 0.89977 -2.62703 -3.62029  0.77
F2 0.53892 -2.19323 -4.82267  -0.21
F3 -0.13486 -2.49621 -2.78781  -0.21
S2 2.33217 -1.58966 -3.07256  1.13
O1 1.86504 -0.21936 -3.17228  -0.59
O2 3.46055 -2.07738 -3.78446  -0.57
N2 2.36021 -2.00988 -1.52023  -0.61
S3 3.39907 -1.46060 -0.47618  1.26
O3 3.43947 -0.01540 -0.44448  -0.65
O4 3.14529 -2.12077 0.78155  -0.68
C10 5.09983 -2.00779 -0.96826  0.50
F4 5.88462 -1.87204 0.09524  -0.20
F5 5.55566 -1.25021 -1.95090  -0.18
F6 5.07439 -3.27602 -1.34280  -0.19
F7 3.83783 -1.32538 7.21677  -0.24
C11 3.35786 -1.05793 6.02792  0.52
C12 3.52928 0.24199 5.53599  -0.63
C13 3.03506 0.51706 4.29612  -0.39
C14 2.36124 -0.49789 3.54660  0.83
C15 1.90482 -0.24301 2.28964  -0.69
C16 2.22024 -1.81058 4.09946  -0.17
C17 2.71678 -2.09253 5.33705  -0.72
H13 4.04551 0.97398 6.14017  0.47
H14 3.14696 1.50260 3.86269  0.41
H15 2.05481 0.71948 1.81359  0.22
H16 1.42314 -1.01777 1.70783  0.40
H17 1.73485 -2.57537 3.50708  0.43
H18 2.64395 -3.06980 5.79209  0.47

highest occupied orbital energy: -11.545 eV
LUMO: -5.8 eV
multiplicity: 1
gap between HOMO and LUMO: 0.212 hartree
net charge: +1

---

2.
A structure of composition C17H18FN6O3ReSi. Source: the Open Molecules 2025 dataset; level of theory: ωB97M-V with the def2-TZVPD basis set.

Each line ends with the Mulliken charge.
Cartesian coordinates (Å):
Re1 -0.55304 -0.19994 -0.06160  1.48
C1 3.63745 0.44678 -1.25039  -1.01
Si1 2.33108 -0.84037 -1.52671  0.12
C2 1.25863 -0.33619 -2.95629  -1.10
C3 2.99214 -2.54618 -1.83731  -1.04
N1 1.27375 -0.85589 -0.04387  0.01
C4 1.87122 -0.95204 1.24111  0.33
C5 3.16167 -1.39497 1.51900  -0.01
C6 3.64006 -1.40736 2.82252  -1.07
C7 2.85843 -0.98412 3.88828  -0.40
C8 1.56197 -0.54009 3.65171  -1.09
C9 1.15636 -0.55026 2.35225  1.08
F1 -0.17865 -0.13724 2.04705  -0.42
H1 4.44768 0.29133 -1.96767  0.38
H2 4.06981 0.43524 -0.24975  0.44
H3 3.22800 1.44490 -1.42344  0.32
H4 1.93851 -0.27129 -3.81245  0.44
H5 0.80488 0.65076 -2.83909  0.31
H6 0.47753 -1.05066 -3.21253  0.24
H7 3.45817 -2.55428 -2.82668  0.35
H8 2.18381 -3.28044 -1.85019  0.34
H9 3.74146 -2.88391 -1.12287  0.37
H10 3.80134 -1.72838 0.71548  0.26
H11 4.64774 -1.75469 3.00511  0.43
H12 3.24745 -0.99650 4.89599  0.41
H13 0.90203 -0.20240 4.43898  0.49
C10 -6.32418 -0.05969 0.58270  -0.87
N2 -5.05647 -0.20288 -0.14013  0.08
C11 -5.01181 -0.38823 -1.46939  0.37
C12 -3.84319 -0.51098 -2.17004  -1.20
C13 -2.69404 -0.42809 -1.39200  0.81
O1 -1.44370 -0.48213 -1.81831  -0.43
N3 -2.72052 -0.25273 -0.06674  -0.25
C14 -3.88818 -0.10448 0.64804  0.29
O2 -3.94387 0.07671 1.83493  -0.59
H14 -7.14534 -0.16704 -0.11961  0.29
H15 -6.36465 0.91689 1.05835  0.32
H16 -6.39063 -0.82160 1.35475  0.32
H17 -5.97106 -0.43289 -1.96771  0.38
H18 -3.81417 -0.64767 -3.23804  0.49
O3 -0.54647 1.74240 -0.11990  -0.63
N4 0.40053 2.26403 0.68086  -0.15
C15 0.47697 3.53738 0.58786  0.80
C16 1.46945 4.19650 1.39716  -0.14
N5 2.26465 4.72738 2.03093  -0.34
C17 -0.36845 4.31756 -0.28191  0.14
N6 -1.04434 4.91774 -0.98842  -0.35

expectation value of S²: 3.77
highest occupied orbital energy (alpha / beta): -11.691 / -12.274 eV
LUMO (alpha / beta): -4.3 / -4.8 eV
multiplicity: 4
gap between HOMO and LUMO (alpha / beta): 0.272 / 0.273 hartree
net charge: +1

---

3.
A structure of composition C17H18FNO2. Source: the Open Molecules 2025 dataset; level of theory: ωB97M-V with the def2-TZVPD basis set.

Each line ends with the Mulliken charge.
Cartesian coordinates (Å):
C1 -7.00943 -0.67389 0.47339  -1.15
C2 -5.47024 -0.26750 0.35283  0.68
C3 -4.90735 0.67932 1.27748  -0.70
C4 -3.67946 0.92112 1.22448  -0.81
C5 -2.88330 0.29995 0.08296  0.16
C6 -3.49573 -0.45838 -0.67822  0.18
C7 -4.86399 -0.84248 -0.47910  0.34
F1 -5.29939 -1.51960 -1.71147  -0.31
H1 -2.88502 -0.73225 -1.62406  0.37
N1 -1.53043 0.83361 0.22522  0.03
C8 -0.62909 0.72720 -0.60627  0.60
O1 -0.80953 -0.11801 -1.67159  -0.76
C9 0.78787 0.97025 -0.35591  -0.39
H2 0.64953 2.27157 0.12147  0.26
C10 1.75828 1.06586 -1.53141  -0.79
O2 3.03442 1.04953 -0.83954  -0.35
C11 3.65814 -0.21899 -0.35388  1.19
C12 2.91135 -1.31927 -0.20975  -0.76
C13 3.68157 -2.25001 0.22416  -0.31
C14 4.84138 -2.20532 0.87523  -0.87
C15 5.49612 -1.05009 0.55050  -0.49
C16 4.82156 0.15312 0.22137  0.37
C17 5.64757 1.48111 -0.01596  -1.29
H3 5.03502 2.20323 0.61104  0.27
H4 6.65265 1.47859 0.10370  0.49
H5 5.80321 1.66926 -1.13226  0.25
H6 6.56735 -1.14364 1.00225  0.20
H7 5.39524 -2.94067 1.17898  0.54
H8 2.96183 -3.32748 0.48007  0.08
H9 1.97332 -1.41944 -0.58245  0.52
H10 1.68947 2.08156 -2.08354  0.33
H11 1.51698 0.17770 -2.14705  0.35
H12 1.19843 0.62215 0.62107  0.46
H13 -1.34468 1.37033 0.97315  0.12
H14 -3.36355 1.54768 2.00879  0.27
H15 -5.64719 1.17127 2.13823  0.07
H16 -7.52962 -0.38132 -0.70974  0.23
H17 -7.57894 -0.19301 1.49173  0.25
H18 -7.15437 -1.71307 0.49411  0.37

highest occupied orbital energy: -8.775 eV
LUMO: 0.4 eV
multiplicity: 1
gap between HOMO and LUMO: 0.339 hartree

---

4.
A structure of composition C17H18MoN4O2S. Source: the Open Molecules 2025 dataset; level of theory: ωB97M-V with the def2-TZVPD basis set.

Each line ends with the Mulliken charge.
Cartesian coordinates (Å):
N1 1.95468 -1.13448 -0.76112  0.07
C1 2.74362 -1.75870 -1.33155  0.27
C2 3.83906 -2.50160 -1.89235  -1.05
H1 4.55684 -2.69847 -1.08401  0.32
H2 4.30391 -1.90371 -2.68905  0.34
H3 3.51158 -3.46974 -2.28989  0.35
N2 -1.93877 1.34874 -2.06997  -0.10
C3 -2.82065 1.53644 -2.79385  0.26
C4 -3.95064 1.71475 -3.69534  -0.95
H4 -3.62097 2.13786 -4.65036  0.35
H5 -4.71020 2.35818 -3.24068  0.35
H6 -4.43643 0.75989 -3.90813  0.34
N3 -0.32871 0.34076 2.33506  0.09
C5 -0.73015 0.48412 3.40933  0.24
C6 -1.04782 0.65581 4.80201  -1.01
H7 -2.06164 0.30665 5.03432  0.35
H8 -0.94430 1.72421 5.04604  0.33
H9 -0.35129 0.04581 5.39463  0.32
Mo1 -0.18794 1.13320 -0.68061  0.68
C7 -1.89227 -0.10398 0.45400  0.47
O1 -2.66122 -0.86875 0.83139  -0.14
C8 -0.39622 -1.08119 -1.57020  0.46
O2 -0.67740 -2.15025 -1.86539  -0.13
C9 1.60054 1.94239 -1.61561  -0.30
C10 1.91265 1.60846 -0.28905  -0.35
C11 1.13825 2.10926 0.76026  -0.35
C12 0.04604 2.94583 0.49515  -0.32
C13 -0.28269 3.28246 -0.83117  -0.50
C14 0.50123 2.77732 -1.89545  -0.54
H10 2.14608 1.47885 -2.43177  0.53
H11 2.76799 0.98884 -0.03946  0.55
H12 1.43109 1.85042 1.77407  0.55
H13 -0.60926 3.25382 1.30600  0.53
H14 -1.14164 3.92873 -1.02356  0.55
H15 0.26660 3.02336 -2.93233  0.55
S1 1.54820 -3.26402 2.70802  0.07
C15 0.24169 -4.29641 2.22713  -0.12
C16 -0.57707 -3.63801 1.30208  -0.37
N4 -0.15792 -2.36688 1.00628  0.29
C17 0.91650 -2.03692 1.64825  -0.28
H16 0.11364 -5.30230 2.61182  0.50
H17 -1.46863 -4.06991 0.84448  0.43
H18 1.45366 -1.09086 1.59059  0.33

expectation value of S²: 2.02
highest occupied orbital energy (alpha / beta): -22.901 / -23.151 eV
LUMO (alpha / beta): -16.7 / -16.4 eV
multiplicity: 3
gap between HOMO and LUMO (alpha / beta): 0.228 / 0.249 hartree
net charge: +4